This record from the OMol25 dataset describes a single C5H10N2O2S molecule at a distorted geometry. The level of theory is the ωB97M-V functional and the def2-TZVPD basis.

For the highest occupied orbital energy, the calculation gives -0.3694 hartree. The orbital gap is 0.36825 Ha. As for the SMILES: [H]/N=N/[C@H]1CCS(=O)(=O)[C@H]1C. The relative energy (zero: lowest compared OMol25 entry of this formula, charge and spin) is 2.234 eV. Its lowest unoccupied orbital energy is -0.03 eV.

Geometry (Å):
H1 2.57 -1.88 1.12
N1 1.56 -1.79 1.33
N2 1.34 -0.66 0.79
C1 -0.03 -0.37 0.86
C2 -0.18 1.11 1.29
C3 0.41 1.96 0.15
S1 -0.58 1.09 -1.21
O1 -1.84 1.81 -1.28
O2 0.21 0.97 -2.38
C4 -0.79 -0.54 -0.36
C5 -0.38 -1.65 -1.26
H2 -0.51 -0.98 1.56
H3 0.40 1.12 2.27
H4 -1.20 1.43 1.58
H5 -0.10 2.91 0.28
H6 1.50 1.86 -0.12
H7 -1.84 -0.57 -0.18
H8 0.73 -1.52 -1.22
H9 -0.73 -1.65 -2.46
H10 -0.54 -2.64 -0.77